Record 1
Formula: C14H45AlIN14O8
Source: the OMol25 dataset
Level of theory: ωB97M-V with the def2-TZVPD basis set

- Multiplicity: 1
- Kohn-Sham gap: 0.2134 Eh
- Charge: -1
- Calculated total energy: -2469.3772 hartree
- HOMO energy: -4.49 eV

Last column: Mulliken charge in e.
Atoms and positions in Å:
C (3.143, 5.508, 3.473)  -1.18
C (1.740, 5.533, 2.862)  -0.22
O (1.632, 4.584, 1.821)  -0.40
C (0.659, 3.552, 2.085)  -0.54
C (-0.774, 3.967, 1.719)  -0.61
Al (-2.040, 3.832, 3.294)  -0.10
C (-3.730, 4.934, 2.982)  -0.25
C (-3.503, 6.233, 2.199)  -0.22
C (-4.286, 7.466, 2.633)  -1.12
I (-4.166, 7.931, 4.725)  -0.08
H (3.831, 6.100, 2.864)  0.28
H (3.518, 4.484, 3.487)  0.29
H (3.144, 5.918, 4.485)  0.34
H (1.558, 6.527, 2.436)  0.32
H (0.978, 5.359, 3.628)  0.24
H (0.734, 3.283, 3.149)  0.35
H (0.985, 2.706, 1.482)  0.20
H (-1.140, 3.309, 0.922)  0.41
H (-0.742, 4.982, 1.310)  0.35
H (-1.285, 4.392, 4.644)  -0.33
H (-2.478, 2.268, 3.566)  -0.40
H (-4.406, 4.293, 2.410)  -0.22
H (-4.196, 5.119, 3.959)  0.35
H (-2.443, 6.501, 2.117)  0.24
H (-3.843, 6.055, 1.170)  0.24
H (-3.905, 8.363, 2.146)  0.53
H (-5.343, 7.382, 2.383)  0.40
C (2.459, 1.340, -1.059)  0.56
O (1.367, 1.635, -0.616)  -0.64
N (3.597, 1.976, -0.644)  -0.34
N (2.636, 0.361, -2.002)  -0.18
H (4.511, 1.755, -0.989)  0.16
H (3.480, 2.707, 0.038)  0.25
H (1.804, -0.124, -2.277)  0.04
H (3.515, 0.056, -2.383)  0.15
C (3.446, -2.132, -4.563)  0.74
O (4.086, -1.654, -3.636)  -0.69
N (3.869, -3.189, -5.297)  -0.39
N (2.224, -1.617, -4.928)  -0.35
H (3.315, -3.599, -6.024)  0.11
H (4.752, -3.625, -5.088)  0.20
H (1.907, -0.793, -4.453)  0.22
H (1.689, -1.974, -5.696)  0.16
C (-7.156, 3.976, 1.765)  0.65
O (-6.313, 4.161, 0.909)  -0.62
N (-8.339, 3.316, 1.534)  -0.42
N (-6.960, 4.385, 3.054)  -0.39
H (-9.022, 3.155, 2.251)  0.18
H (-8.503, 2.983, 0.604)  0.22
H (-6.099, 4.876, 3.249)  0.24
H (-7.627, 4.225, 3.794)  0.28
C (4.280, -6.673, -4.412)  0.66
O (4.859, -5.991, -5.253)  -0.69
N (3.591, -6.106, -3.383)  -0.23
N (4.307, -8.033, -4.431)  -0.33
H (3.071, -6.615, -2.691)  0.18
H (3.588, -5.104, -3.338)  0.09
H (4.816, -8.503, -5.159)  0.23
H (3.837, -8.588, -3.743)  0.14
C (-7.332, 2.338, 5.952)  0.68
O (-8.349, 2.960, 5.653)  -0.70
N (-6.369, 2.064, 5.043)  -0.30
N (-7.109, 1.891, 7.225)  -0.41
H (-5.514, 1.576, 5.234)  0.18
H (-6.533, 2.412, 4.113)  0.15
H (-7.806, 2.098, 7.914)  0.21
H (-6.280, 1.395, 7.493)  0.17
C (0.685, -4.589, -2.244)  0.64
O (1.103, -5.678, -1.880)  -0.69
N (-0.468, -4.454, -2.965)  -0.38
N (1.340, -3.428, -1.962)  -0.25
H (-0.835, -3.569, -3.259)  0.17
H (-0.971, -5.293, -3.186)  0.21
H (2.179, -3.486, -1.415)  0.18
H (1.014, -2.524, -2.248)  0.12
C (6.719, -11.024, -4.978)  0.63
O (5.883, -10.219, -5.351)  -0.67
N (7.746, -11.429, -5.782)  -0.40
N (6.693, -11.578, -3.730)  -0.37
H (8.449, -12.082, -5.495)  0.16
H (7.792, -11.028, -6.700)  0.22
H (5.958, -11.288, -3.113)  0.21
H (7.375, -12.235, -3.402)  0.17

Record 2
Formula: C3H9NO3
Source: the OMol25 dataset
Level of theory: ωB97M-V with the def2-TZVPD basis set

- Multiplicity: 1
- Relative energy (zero: lowest compared OMol25 entry of this formula, charge and spin): 23.80 kcal/mol
- Kohn-Sham gap: 0.3868 Eh
- Charge: 0
- Calculated total energy: -400.1836 hartree
- HOMO energy: -9.98 eV
- SMILES: CCNC(=O)O.O

Last column: Mulliken charge in e.
Atoms and positions in Å:
C (0.364, -0.970, 0.986)  -0.40
N (-0.608, -0.643, -0.086)  -0.23
C (-1.333, 0.478, 0.069)  0.56
O (-1.893, 0.981, -1.102)  -0.49
O (-1.457, 1.126, 1.085)  -0.56
C (-0.291, -1.522, 2.277)  -0.98
H (1.222, -1.516, 0.603)  0.45
H (0.733, 0.030, 1.229)  0.20
H (-0.727, -1.306, -0.835)  0.23
H (-1.870, 1.905, -0.940)  0.33
H (-1.360, -1.613, 2.084)  0.31
H (0.060, -0.948, 3.121)  0.25
H (-0.050, -2.583, 2.310)  0.34
H (2.699, 2.859, -3.211)  0.32
H (2.299, 1.373, -3.753)  0.32
O (2.213, 2.348, -3.836)  -0.64

Record 3
Formula: C31H29N4O6Ti
Source: the OMol25 dataset
Level of theory: ωB97M-V with the def2-TZVPD basis set

- ⟨S²⟩: 0.78
- Multiplicity: 2
- Relative energy (zero: lowest compared OMol25 entry of this formula, charge and spin): 20.96 kcal/mol
- Kohn-Sham gap (spin up / spin down): 0.1899 / 0.2802 Eh
- Charge: 0
- Calculated total energy: -2718.6503 hartree
- HOMO energy (spin up / spin down): -5.73 / -8.12 eV

Last column: Mulliken charge in e.
Atoms and positions in Å:
Ti (1.020, -0.139, 1.043)  -0.52
C (1.023, 3.899, 3.408)  -0.77
O (-0.076, 3.074, 3.780)  -0.47
C (0.288, 1.912, 4.414)  0.29
C (-0.009, 1.755, 5.749)  -0.45
C (0.299, 0.567, 6.417)  -0.61
C (0.891, -0.461, 5.727)  -1.02
C (1.176, -0.340, 4.359)  0.87
C (1.785, -1.432, 3.649)  -0.71
N (1.901, -1.427, 2.369)  0.90
N (2.588, -2.439, 1.753)  -1.18
C (2.852, -2.088, 0.517)  0.84
O (2.500, -0.934, 0.045)  -1.04
C (3.615, -3.037, -0.322)  0.36
C (4.010, -2.655, -1.600)  -0.33
C (4.732, -3.528, -2.398)  -0.72
C (5.057, -4.791, -1.925)  -0.35
C (4.654, -5.181, -0.654)  -0.65
C (3.937, -4.310, 0.148)  -0.27
C (0.907, 0.876, 3.682)  0.69
O (1.229, 1.048, 2.419)  0.24
H (0.608, 4.735, 2.849)  0.25
H (1.535, 4.277, 4.299)  0.36
H (1.734, 3.360, 2.780)  0.23
H (-0.487, 2.577, 6.266)  0.46
H (0.069, 0.469, 7.469)  0.40
H (1.142, -1.388, 6.231)  0.41
H (2.176, -2.278, 4.210)  0.37
H (3.746, -1.666, -1.951)  0.46
H (5.036, -3.225, -3.392)  0.40
H (5.626, -5.471, -2.546)  0.38
H (4.898, -6.171, -0.291)  0.38
H (3.619, -4.598, 1.140)  0.44
O (-0.597, -0.657, 1.872)  -0.27
N (-1.593, -1.037, 1.141)  -0.97
N (-1.257, -1.106, -0.083)  1.42
O (0.001, -0.892, -0.402)  0.30
C (-2.234, -1.304, -1.090)  0.47
C (-3.583, -1.408, -0.746)  -0.41
C (-4.517, -1.603, -1.743)  -0.57
C (-4.117, -1.686, -3.072)  -0.56
C (-2.778, -1.554, -3.400)  -0.62
C (-1.826, -1.365, -2.413)  -0.36
H (-3.869, -1.326, 0.292)  0.48
H (-5.565, -1.684, -1.488)  0.39
H (-4.853, -1.852, -3.847)  0.43
H (-2.473, -1.592, -4.438)  0.41
H (-0.776, -1.262, -2.648)  0.44
C (-4.492, 2.415, -3.124)  -1.71
C (-3.085, 2.271, -2.614)  0.62
C (-2.772, 2.478, -1.278)  -0.82
C (-1.479, 2.355, -0.785)  1.15
C (-1.231, 2.789, 0.632)  -1.75
C (-0.435, 1.954, -1.667)  1.36
C (0.925, 1.720, -1.253)  -1.31
O (1.331, 1.380, -0.084)  -0.35
C (-0.740, 1.816, -3.047)  0.87
C (0.334, 1.480, -4.049)  -2.11
C (-2.040, 1.967, -3.483)  -0.43
H (-5.191, 2.552, -2.300)  0.35
H (-4.787, 1.529, -3.689)  0.34
H (-4.574, 3.275, -3.792)  0.36
H (-3.556, 2.785, -0.593)  0.38
H (-1.996, 3.498, 0.945)  0.58
H (-0.254, 3.250, 0.742)  0.26
H (-1.269, 1.966, 1.342)  0.13
H (1.696, 1.831, -2.017)  0.36
H (0.859, 0.558, -3.788)  0.38
H (1.075, 2.281, -4.101)  0.42
H (-0.105, 1.356, -5.037)  0.38
H (-2.260, 1.833, -4.538)  0.33

Which value of multiplicity does entry 2 give? 1

Which of these has the highest multiplicity? C31H29N4O6Ti

What is the calculated total energy in the third record? -2718.6503 hartree